# 1
{
  "formula": "C18H28O14",
  "method": "wB97M-V/def2-TZVPD",
  "e_above_lowest_ev": 3.390,
  "orbital_gap_ev": 4.048,
  "homo_ev": 0.517,
  "charge": -2,
  "symbols": ["O", "C", "C", "O", "H", "H", "H", "H", "C", "C", "C", "O", "C", "O", "O", "H", "H", "H", "H", "H", "H", "C", "C", "C", "O", "C", "O", "O", "H", "H", "H", "H", "H", "H", "C", "C", "C", "O", "C", "O", "O", "H", "H", "H", "H", "H", "H", "C", "C", "C", "O", "C", "O", "O", "H", "H", "H", "H", "H", "H"],
  "xyz": [[-15.222, 2.268, -21.013], [-14.454, 1.670, -22.047], [-13.772, 0.242, -21.935], [-13.855, -0.603, -20.847], [-13.655, 2.335, -22.375], [-15.061, 1.640, -22.952], [-12.688, 0.294, -22.034], [-14.127, -0.396, -22.745], [-15.082, 5.108, -22.413], [-14.540, 3.901, -23.280], [-14.397, 4.170, -24.743], [-13.297, 3.491, -25.075], [-12.610, 3.199, -24.026], [-11.425, 2.841, -24.038], [-13.192, 3.558, -22.937], [-14.836, 4.965, -21.361], [-16.172, 5.130, -22.435], [-14.692, 6.084, -22.700], [-15.258, 3.119, -23.033], [-14.294, 5.222, -25.009], [-15.268, 3.706, -25.206], [-10.793, -0.557, -20.074], [-11.545, 0.659, -20.526], [-12.453, 1.401, -19.530], [-11.941, 2.807, -19.588], [-10.981, 2.867, -20.494], [-10.445, 3.920, -20.798], [-10.530, 1.612, -20.865], [-11.152, -1.428, -20.622], [-10.761, -0.648, -18.988], [-9.767, -0.298, -20.334], [-12.174, 0.458, -21.394], [-12.281, 0.925, -18.564], [-13.475, 1.261, -19.883], [-11.799, 0.444, -24.726], [-10.768, -0.191, -23.834], [-11.103, -0.607, -22.381], [-10.818, -1.963, -22.452], [-10.466, -2.341, -23.716], [-10.214, -3.573, -24.076], [-10.296, -1.347, -24.481], [-12.244, -0.142, -25.529], [-11.431, 1.419, -25.046], [-12.590, 0.825, -24.080], [-9.909, 0.464, -23.974], [-12.135, -0.280, -22.256], [-10.523, 0.045, -21.728], [-12.971, -3.609, -20.643], [-13.684, -2.453, -21.469], [-13.084, -2.090, -22.784], [-14.114, -2.473, -23.616], [-14.883, -3.299, -23.071], [-15.710, -4.065, -23.630], [-14.903, -2.994, -21.843], [-13.692, -4.240, -20.124], [-12.281, -3.095, -19.973], [-12.416, -4.176, -21.390], [-13.880, -1.672, -20.735], [-12.140, -2.587, -23.010], [-12.876, -1.020, -22.822]]
}

# 2
{
  "formula": "C18H29AuN3NbO4",
  "method": "wB97M-V/def2-TZVPD",
  "e_above_lowest_ev": 1.240,
  "orbital_gap_ev": 3.322,
  "homo_ev": -13.768,
  "charge": 2,
  "symbols": ["N", "C", "O", "Au", "Nb", "N", "N", "C", "C", "C", "C", "C", "C", "C", "C", "H", "H", "H", "H", "H", "H", "H", "H", "H", "H", "H", "H", "H", "H", "H", "H", "H", "H", "C", "H", "H", "H", "C", "H", "H", "H", "O", "C", "C", "C", "C", "C", "C", "C", "O", "O", "H", "H", "H", "H", "H"],
  "xyz": [[-1.745, -0.451, 0.137], [-2.794, -1.040, 0.273], [-3.803, -1.618, 0.527], [-1.946, 2.856, 1.655], [0.160, -0.037, 0.149], [0.222, 1.587, -0.952], [0.784, -1.457, -1.058], [-0.368, 2.402, -2.000], [0.197, -2.448, -1.957], [-0.049, 3.893, -1.816], [0.213, 2.006, -3.361], [-1.880, 2.243, -1.988], [-0.473, -3.516, -1.096], [1.245, -3.110, -2.854], [-0.848, -1.777, -2.841], [-0.365, 4.243, -0.827], [-0.601, 4.458, -2.583], [1.020, 4.091, -1.956], [1.298, 2.162, -3.373], [-0.248, 2.632, -4.137], [0.010, 0.957, -3.594], [-2.193, 1.199, -2.089], [-2.307, 2.821, -2.823], [-2.297, 2.617, -1.037], [0.274, -3.985, -0.447], [-0.924, -4.280, -1.744], [-1.251, -3.082, -0.459], [1.940, -3.730, -2.278], [1.813, -2.367, -3.425], [0.730, -3.765, -3.568], [-1.295, -2.543, -3.495], [-0.385, -1.020, -3.490], [-1.651, -1.304, -2.258], [1.625, 1.952, -0.636], [2.077, 1.237, 0.089], [2.242, 1.975, -1.547], [1.667, 2.950, -0.174], [2.143, -1.751, -0.548], [2.413, -1.035, 0.257], [2.225, -2.780, -0.153], [2.882, -1.629, -1.355], [0.947, 1.591, 4.249], [0.669, 0.448, 4.894], [0.758, 0.513, 6.279], [0.498, -0.615, 7.032], [0.159, -1.833, 6.428], [0.062, -1.907, 5.032], [0.300, -0.770, 4.238], [0.245, -0.831, 2.775], [-0.218, -1.767, 2.069], [0.745, 0.232, 2.140], [0.893, 1.304, 3.297], [1.034, 1.451, 6.742], [0.572, -0.564, 8.112], [-0.034, -2.721, 7.048], [-0.204, -2.838, 4.532]]
}

# 3
{
  "formula": "C18H29Br18ClF5N2O3S",
  "method": "wB97M-V/def2-TZVPD",
  "orbital_gap_ev": 7.811,
  "homo_ev": -11.900,
  "charge": 1,
  "symbols": ["C", "C", "Cl", "C", "N", "C", "N", "O", "C", "C", "C", "C", "C", "C", "S", "O", "O", "C", "F", "F", "C", "F", "F", "F", "H", "H", "H", "H", "H", "H", "H", "H", "H", "H", "H", "H", "H", "H", "H", "H", "H", "H", "H", "H", "H", "H", "H", "C", "Br", "Br", "Br", "H", "C", "Br", "Br", "Br", "H", "C", "Br", "Br", "Br", "H", "C", "Br", "Br", "Br", "H", "C", "Br", "Br", "Br", "H", "C", "Br", "Br", "Br", "H"],
  "xyz": [[0.402, -0.910, 3.138], [-0.414, -0.661, 1.842], [-0.021, 0.986, 1.303], [0.008, -1.752, 0.901], [-0.685, -1.714, -0.498], [0.345, -1.055, -1.393], [-0.057, -0.768, -2.734], [-1.820, -0.983, -0.258], [-2.846, -0.922, -1.271], [-4.239, -1.327, -0.710], [-4.248, -1.412, 0.814], [-4.750, -2.600, -1.443], [-5.599, -3.532, -0.580], [-5.597, -2.173, -2.691], [-0.975, -3.442, -0.891], [-1.283, -3.596, -2.252], [-2.067, -3.835, -0.113], [0.469, -4.584, -0.626], [0.850, -4.732, 0.616], [1.543, -4.280, -1.316], [0.037, -6.024, -1.158], [0.089, -6.091, -2.431], [-1.086, -6.413, -0.663], [0.973, -6.815, -0.689], [1.455, -1.043, 2.908], [0.022, -1.824, 3.590], [0.251, -0.070, 3.802], [-1.436, -0.735, 2.175], [-0.348, -2.665, 1.380], [1.081, -1.860, 0.781], [1.229, -1.688, -1.426], [0.695, -0.129, -0.948], [-0.803, -1.339, -3.107], [-0.265, 0.213, -2.853], [-2.937, 0.120, -1.568], [-2.694, -1.481, -2.188], [-4.931, -0.533, -0.970], [-5.198, -1.730, 1.224], [-4.081, -0.401, 1.195], [-3.456, -2.027, 1.234], [-3.923, -3.179, -1.847], [-6.032, -4.278, -1.244], [-4.962, -4.084, 0.108], [-6.424, -3.028, -0.087], [-6.635, -2.415, -2.482], [-5.535, -1.103, -2.885], [-5.233, -2.672, -3.583], [-0.400, 4.710, -0.516], [-1.842, 5.405, 0.549], [1.196, 4.449, 0.536], [-0.920, 3.107, -1.466], [-0.166, 5.455, -1.265], [4.666, -0.988, -1.404], [3.645, -2.504, -0.771], [3.594, 0.178, -2.499], [5.504, -0.042, 0.043], [5.456, -1.379, -2.030], [3.804, 6.808, 2.191], [5.303, 7.957, 2.551], [4.261, 4.945, 2.404], [2.259, 7.288, 3.242], [3.535, 6.947, 1.152], [1.391, 9.055, -0.245], [-0.512, 9.312, -0.394], [1.998, 7.610, -1.376], [2.366, 10.677, -0.586], [1.594, 8.767, 0.778], [-0.501, 3.053, 5.715], [-2.116, 2.007, 5.845], [0.936, 2.274, 6.734], [0.007, 3.339, 3.879], [-0.711, 4.021, 6.146], [9.340, -1.187, -1.740], [9.249, 0.702, -2.107], [7.953, -2.156, -2.672], [11.080, -1.910, -2.120], [9.161, -1.316, -0.682]]
}

# 4
{
  "formula": "C18H29Br2N2Ni2O9",
  "method": "wB97M-V/def2-TZVPD",
  "spin_multiplicity": 5,
  "orbital_gap_ev": [3.649, 3.610],
  "homo_ev": [-9.983, -9.935],
  "charge": 1,
  "symbols": ["C", "C", "C", "C", "C", "C", "N", "O", "C", "C", "C", "H", "H", "H", "H", "H", "H", "H", "H", "H", "H", "H", "H", "H", "H", "H", "H", "H", "H", "Ni", "Ni", "C", "C", "C", "O", "C", "C", "C", "O", "O", "O", "H", "H", "O", "H", "O", "H", "C", "N", "O", "O", "H", "H", "H", "Br", "C", "C", "Br", "H", "H", "H", "H"],
  "xyz": [[4.290, -16.103, -17.615], [4.140, -15.208, -16.273], [4.029, -13.648, -16.666], [2.618, -13.192, -17.102], [1.509, -13.606, -16.083], [1.546, -15.160, -15.764], [2.955, -15.601, -15.428], [3.210, -16.638, -14.473], [1.002, -16.091, -16.905], [0.728, -15.332, -14.476], [5.457, -15.316, -15.442], [5.270, -15.855, -18.024], [3.559, -15.814, -18.369], [4.193, -17.163, -17.380], [4.783, -13.465, -17.431], [4.304, -13.010, -15.826], [2.280, -13.574, -18.065], [2.592, -12.113, -17.255], [0.521, -13.352, -16.467], [1.650, -13.011, -15.181], [1.214, -17.123, -16.624], [1.476, -15.790, -17.839], [-0.056, -15.912, -17.093], [0.979, -14.584, -13.723], [0.889, -16.301, -14.003], [-0.360, -15.290, -14.538], [5.682, -16.301, -15.032], [5.338, -14.737, -14.526], [6.268, -14.911, -16.047], [5.050, -10.359, -14.276], [2.436, -9.088, -13.967], [3.566, -13.786, -12.222], [2.628, -14.420, -11.512], [1.366, -13.687, -11.105], [0.557, -14.045, -10.129], [1.111, -12.450, -11.543], [2.055, -11.692, -12.312], [3.428, -12.430, -12.679], [4.381, -11.820, -13.180], [1.903, -10.526, -12.702], [2.883, -15.694, -11.293], [4.482, -14.285, -12.503], [0.283, -11.882, -11.144], [3.386, -10.129, -15.391], [3.124, -10.610, -16.200], [4.266, -8.936, -13.165], [4.304, -8.445, -12.321], [-1.697, -10.099, -14.060], [-0.531, -10.529, -14.972], [0.511, -9.816, -15.054], [-0.665, -11.592, -15.555], [-2.488, -9.850, -14.768], [-1.332, -9.215, -13.538], [-1.970, -10.940, -13.423], [2.399, -7.276, -19.512], [2.993, -8.632, -18.291], [3.578, -9.834, -19.105], [2.173, -10.958, -19.874], [2.088, -8.960, -17.779], [3.673, -8.224, -17.542], [4.174, -10.299, -18.320], [4.307, -9.574, -19.873]]
}